Model one:
ORCA calculation (ωB97M-V with the def2-TZVPD basis set) on a 6-piece molecular cluster, C18H36O18 overall.

The molecular weight comes out at 540.5 u. Its spin multiplicity is 1. The total charge is 0. The calculation puts the LUMO energy at 0.5 eV.

Last column: Löwdin charge in e.
Element x y z (Å)
C -6.196 -2.241 -0.144  -0.0114
O -5.752 -3.600 0.127  0.0170
C -4.465 -3.769 -0.165  -0.6328
O -3.773 -3.016 -0.728  0.1341
O -4.062 -5.017 0.202  -0.0072
C -2.731 -5.327 -0.205  -0.0381
H -5.987 -1.650 0.735  0.0976
H -7.245 -2.384 -0.191  0.0791
H -5.846 -1.844 -1.099  0.0997
H -2.177 -4.465 0.080  0.0761
H -2.648 -5.437 -1.294  0.1049
H -2.416 -6.177 0.384  0.0960
C 5.418 2.970 2.569  -0.0373
O 4.400 1.955 2.523  -0.0147
C 4.687 0.961 3.392  -0.6356
O 5.660 0.914 4.084  0.1282
O 3.675 0.117 3.400  -0.0133
C 3.702 -0.927 4.372  -0.0277
H 6.352 2.461 2.439  0.0826
H 5.457 3.370 3.606  0.1079
H 5.084 3.684 1.815  0.0996
H 3.814 -0.533 5.412  0.1132
H 4.586 -1.533 4.153  0.0951
H 2.740 -1.412 4.142  0.0958
C -0.721 4.390 -4.787  -0.0293
O 0.204 3.331 -4.984  -0.0144
C -0.307 2.158 -5.258  -0.7000
O -1.454 1.899 -5.310  0.1576
O 0.711 1.332 -5.544  0.0165
C 0.211 -0.045 -5.423  -0.0056
H -1.201 4.230 -3.835  0.0930
H -1.452 4.517 -5.598  0.1062
H -0.206 5.341 -4.734  0.0917
H -0.242 -0.073 -4.436  0.0593
H 1.056 -0.699 -5.356  0.0893
H -0.478 -0.413 -6.175  0.1013
C -2.723 0.810 -0.507  0.0382
O -1.822 1.010 -1.682  0.0038
C -0.731 1.680 -1.384  -0.6205
O -0.373 2.223 -0.357  0.1116
O 0.017 1.757 -2.500  -0.0259
C 1.235 2.516 -2.399  -0.0155
H -3.469 1.631 -0.537  0.1075
H -2.235 0.953 0.421  0.0521
H -3.135 -0.200 -0.675  0.0909
H 1.025 3.555 -2.120  0.1086
H 1.628 2.420 -3.406  0.0887
H 1.962 2.124 -1.715  0.0767
C -0.015 0.751 2.721  0.0163
O 0.339 -0.169 3.837  -0.0137
C -0.075 0.148 5.056  -0.6634
O -0.862 1.020 5.234  0.1206
O 0.472 -0.615 5.994  -0.0076
C -0.114 -0.407 7.302  -0.0163
H -0.114 1.813 3.076  0.1154
H -0.964 0.486 2.232  0.0774
H 0.781 0.548 2.017  0.0824
H 0.618 -0.816 7.969  0.0859
H -1.056 -1.034 7.242  0.1191
H -0.460 0.593 7.481  0.0820
C 3.152 -0.779 -1.112  -0.0208
O 2.304 -1.375 -2.140  0.0114
C 1.016 -1.358 -1.859  -0.6320
O 0.565 -0.951 -0.802  0.0932
O 0.291 -1.935 -2.788  0.0213
C -1.150 -1.895 -2.577  -0.0027
H 2.749 0.205 -0.731  0.0964
H 4.149 -0.795 -1.581  0.0984
H 3.188 -1.385 -0.161  0.1065
H -1.530 -1.090 -3.166  0.0721
H -1.388 -1.728 -1.567  0.0578
H -1.674 -2.780 -2.986  0.1095

***

Model two:
ORCA calculation (ωB97M-V with the def2-TZVPD basis set) on a 6-piece molecular cluster, C18H36O18 overall.

The molecular weight comes out at 540.5 u. Its spin multiplicity is 1. The total charge is 0. The calculation puts the LUMO energy at 0.3 eV.

Last column: Löwdin charge in e.
Element x y z (Å)
C -1.524 -1.543 -1.359  -0.0072
O -1.123 -0.660 -0.303  0.0175
C -0.711 -1.153 0.809  -0.6560
O -0.562 -2.290 1.065  0.1559
O -0.439 -0.126 1.670  -0.0189
C 0.195 -0.356 2.888  -0.0728
H -2.448 -2.003 -1.007  0.1027
H -0.792 -2.331 -1.537  0.0957
H -1.621 -0.925 -2.251  0.0977
H -0.160 -1.218 3.454  0.0951
H 0.129 0.556 3.482  0.0946
H 1.243 -0.530 2.645  0.0959
C -5.332 4.241 -2.940  -0.0127
O -4.217 3.632 -3.581  0.0453
C -4.290 2.945 -4.619  -0.6683
O -5.317 2.393 -5.052  0.0889
O -3.103 3.021 -5.181  0.0200
C -2.947 2.598 -6.520  -0.0461
H -5.885 3.773 -2.126  0.0943
H -6.062 4.472 -3.716  0.1002
H -4.977 5.151 -2.457  0.0945
H -3.851 2.794 -7.097  0.0947
H -2.809 1.517 -6.549  0.0953
H -2.108 3.003 -7.086  0.0938
C 3.784 -3.198 -6.944  -0.0397
O 4.182 -2.123 -6.070  -0.0149
C 3.322 -1.094 -5.858  -0.5815
O 2.426 -0.769 -6.610  0.1165
O 3.690 -0.437 -4.761  0.0002
C 2.987 0.725 -4.378  -0.0486
H 4.440 -4.039 -6.719  0.0981
H 3.666 -2.849 -7.970  0.0908
H 2.734 -3.476 -6.859  0.0886
H 3.156 1.034 -3.346  0.0942
H 1.956 0.414 -4.209  0.0919
H 3.073 1.526 -5.113  0.1044
C -4.322 2.907 3.378  -0.0501
O -3.392 3.134 4.470  -0.0619
C -3.154 4.475 4.950  -0.5280
O -3.565 5.517 4.472  0.1198
O -2.265 4.331 5.898  0.0047
C -1.220 5.299 6.001  -0.0312
H -5.184 3.467 3.742  0.0847
H -4.659 1.878 3.252  0.0879
H -4.014 3.339 2.425  0.0893
H -0.245 4.849 5.811  0.0896
H -1.108 5.489 7.069  0.0941
H -1.274 6.189 5.374  0.1008
C 3.016 1.251 9.345  -0.0686
O 4.127 1.643 10.052  -0.0205
C 4.755 2.794 9.759  -0.5117
O 4.514 3.450 8.732  0.0890
O 5.735 2.989 10.708  -0.0124
C 6.680 4.013 10.428  -0.0622
H 2.490 2.114 8.937  0.0984
H 2.451 0.625 10.036  0.1014
H 3.426 0.653 8.532  0.1020
H 7.424 3.866 11.211  0.0952
H 6.263 5.020 10.434  0.0952
H 7.189 3.927 9.468  0.0944
C -1.251 -8.940 -6.763  -0.0635
O -0.331 -8.900 -5.715  -0.0001
C -0.298 -7.853 -4.900  -0.5229
O -0.857 -6.737 -5.171  0.0549
O 0.498 -8.174 -3.863  -0.0058
C 0.551 -7.238 -2.818  -0.0511
H -2.288 -9.182 -6.529  0.1025
H -0.887 -9.770 -7.368  0.0934
H -1.138 -8.084 -7.429  0.0982
H -0.418 -7.234 -2.320  0.1010
H 0.717 -6.274 -3.299  0.0947
H 1.332 -7.510 -2.109  0.0989

***

Model three:
ORCA calculation (ωB97M-V with the def2-TZVPD basis set) on a 6-piece molecular cluster, C18H36O18 overall.

The molecular weight comes out at 540.5 u. Its spin multiplicity is 1. The total charge is 0. The calculation puts the LUMO energy at 0.6 eV.

Last column: Löwdin charge in e.
Element x y z (Å)
C 3.222 3.870 -1.574  -0.0481
O 4.025 3.642 -2.710  0.0058
C 3.856 2.522 -3.396  -0.6329
O 3.021 1.696 -3.154  0.1133
O 4.714 2.555 -4.412  0.0149
C 4.794 1.417 -5.237  -0.0545
H 3.255 3.000 -0.913  0.0881
H 2.174 4.087 -1.785  0.0987
H 3.617 4.707 -1.004  0.0930
H 5.026 1.771 -6.243  0.0946
H 3.841 0.901 -5.399  0.0949
H 5.510 0.680 -4.874  0.0963
C -6.339 3.249 -1.620  -0.0348
O -5.985 2.529 -0.439  -0.0069
C -6.256 3.136 0.713  -0.6383
O -6.881 4.148 0.823  0.1427
O -5.706 2.426 1.681  0.0043
C -6.071 2.771 3.002  -0.0471
H -7.404 3.064 -1.773  0.1006
H -5.840 2.820 -2.489  0.0919
H -6.048 4.294 -1.567  0.0986
H -5.403 2.223 3.667  0.0926
H -7.073 2.506 3.344  0.1002
H -5.936 3.829 3.225  0.0970
C 1.130 -3.805 1.579  -0.0287
O 1.939 -4.925 1.213  0.0032
C 3.201 -4.716 0.849  -0.6386
O 3.686 -3.637 0.682  0.1267
O 3.752 -5.887 0.634  0.0173
C 4.989 -5.911 -0.058  -0.0404
H 1.198 -3.052 0.796  0.0707
H 1.456 -3.440 2.552  0.1023
H 0.073 -4.047 1.657  0.0946
H 5.340 -6.944 -0.047  0.0928
H 5.718 -5.306 0.481  0.0988
H 4.935 -5.649 -1.114  0.0975
C -5.872 -1.856 0.951  -0.0177
O -6.763 -1.792 2.066  0.0111
C -6.300 -1.454 3.247  -0.6328
O -5.172 -1.213 3.576  0.1287
O -7.353 -1.371 4.062  -0.0028
C -7.148 -1.015 5.409  -0.0528
H -5.456 -0.852 0.818  0.0842
H -6.539 -1.972 0.104  0.0964
H -5.065 -2.575 1.032  0.1012
H -6.386 -0.235 5.509  0.0908
H -6.825 -1.870 6.000  0.0994
H -8.063 -0.555 5.773  0.0938
C -2.633 0.706 0.974  -0.0360
O -1.331 0.985 0.478  -0.0040
C -0.609 -0.035 -0.014  -0.6121
O -0.474 -1.093 0.559  0.1209
O -0.036 0.339 -1.135  0.0243
C 1.227 -0.244 -1.459  -0.0329
H -2.984 -0.271 0.637  0.0892
H -3.364 1.433 0.619  0.0794
H -2.601 0.736 2.064  0.1005
H 1.949 0.312 -0.866  0.0973
H 1.431 -0.113 -2.516  0.0825
H 1.321 -1.317 -1.296  0.0886
C 4.793 -1.376 -1.320  -0.0431
O 6.110 -0.873 -1.186  0.0269
C 6.238 0.438 -1.096  -0.5936
O 5.364 1.244 -1.275  0.1317
O 7.501 0.702 -0.734  0.0125
C 7.984 2.012 -0.973  -0.0423
H 4.236 -0.960 -2.168  0.0907
H 4.207 -1.087 -0.446  0.0968
H 4.793 -2.449 -1.472  0.0850
H 8.738 2.084 -1.753  0.0936
H 8.380 2.372 -0.025  0.0945
H 7.170 2.690 -1.234  0.0891

***

Stability, highest: model three

***

Model one:
ORCA calculation (ωB97M-V with the def2-TZVPD basis set) on an isolated ion of composition C3H5N2O and charge +1.

The molecular weight comes out at 85.1 u. Its spin multiplicity is 1. The total charge is +1. The calculation puts the LUMO energy at -5.0 eV.

Last column: natural (NBO) charge in e.
Element x y z (Å)
C 2.188 -0.603 0.149  0.0934
N 1.142 -0.285 -0.443  -0.4283
C 0.025 0.574 -0.133  0.7878
O 0.279 1.839 -0.083  -0.5766
N -1.105 0.024 0.134  -0.4034
C -2.148 -0.621 -0.085  0.1446
H 2.423 -0.404 1.191  0.1919
H 2.920 -1.146 -0.442  0.2143
H -0.487 2.428 0.035  0.5346
H -2.726 -0.974 0.763  0.2232
H -2.511 -0.833 -1.088  0.2184

***

Model two:
ORCA calculation (ωB97M-V with the def2-TZVPD basis set) on C3H5N2O as an isolated structure.

The molecular weight comes out at 85.1 u. Its spin multiplicity is 1. The total charge is +1. The calculation puts the LUMO energy at -4.9 eV.

Last column: natural (NBO) charge in e.
Element x y z (Å)
C -0.227 -0.631 0.270  0.5881
C 0.504 1.151 -0.096  0.8267
C -0.722 -1.979 0.168  -0.7201
N -0.193 0.270 1.160  -0.3963
N 0.900 2.321 -0.235  -0.6791
O 0.255 0.125 -0.882  -0.4570
H -0.322 -2.542 -0.807  0.2969
H -1.798 -1.641 -0.008  0.2954
H -0.559 -2.524 1.082  0.2962
H 0.819 3.014 0.500  0.4874
H 1.344 2.434 -1.151  0.4617

***

Model three:
ORCA calculation (ωB97M-V with the def2-TZVPD basis set) on a 2-piece molecular cluster, C3H5N2O overall.

The molecular weight comes out at 85.1 u. Its spin multiplicity is 1. The total charge is +1. The calculation puts the LUMO energy (spin up / spin down) at -3.9 / -6.1 eV.

Last column: natural (NBO) charge in e.
Element x y z (Å)
C -2.539 0.691 0.131  -0.1753
C 2.030 0.971 0.027  -0.0452
C 0.948 -1.200 -0.088  0.8831
N -1.780 -0.184 -0.226  -0.2460
N 1.477 -0.153 -0.026  -0.3313
O 0.644 -2.379 0.125  -0.5698
H -3.232 0.810 0.871  0.2188
H -2.637 1.472 -0.560  0.2094
H 2.966 1.395 -0.442  0.2574
H 1.603 1.631 0.748  0.2179
H 0.520 -3.055 -0.561  0.5809

***

Stability, highest: model one

***

Model one:
ORCA calculation (ωB97M-V with the def2-TZVPD basis set) on a 2-piece molecular cluster, CH2Cl3OP overall.

The molecular weight comes out at 167.4 u. Its spin multiplicity is 1. The total charge is 0. The calculation puts the LUMO energy (spin up / spin down) at -1.3 / -1.3 eV.

Last column: natural (NBO) charge in e.
Element x y z (Å)
C -0.884 -0.392 -0.475  -0.7707
O -0.247 -0.835 -3.192  -0.9835
P -0.857 -1.273 -1.921  1.6260
Cl -1.577 1.086 -0.195  0.1086
Cl -0.380 -3.090 -1.387  -0.2356
Cl 2.146 -0.222 0.607  -0.2588
H 2.550 -1.393 0.294  0.2672
H -1.122 -1.147 0.351  0.2469

***

Model two:
ORCA calculation (ωB97M-V with the def2-TZVPD basis set) on a 2-piece molecular cluster, CH2Cl3OP overall.

The molecular weight comes out at 167.4 u. Its spin multiplicity is 1. The total charge is 0. The calculation puts the LUMO energy (spin up / spin down) at -0.5 / -0.9 eV.

Last column: natural (NBO) charge in e.
Element x y z (Å)
C -0.029 1.258 0.795  -0.2824
O 0.632 -1.763 -1.075  -0.9965
P -0.755 -0.932 -0.986  0.7348
Cl 1.690 1.049 1.027  0.0295
Cl -0.959 1.039 2.240  0.0444
Cl -0.511 2.637 -0.185  0.0330
H 1.472 -1.354 -1.476  0.5257
H -1.541 -1.934 -0.341  -0.0884

***

Stability, highest: model one

***

Model one:
ORCA calculation (ωB97M-V with the def2-TZVPD basis set) on one molecule with the formula C10H10N2.

The molecular weight comes out at 158.2 u. Its spin multiplicity is 1. The total charge is 0. The calculation puts the LUMO energy at 0.6 eV.

Last column: natural (NBO) charge in e.
Element x y z (Å)
C -3.284 0.848 0.033  -0.6479
C -1.949 0.166 -0.027  0.2363
C -1.943 -1.255 -0.097  -0.2691
C -0.718 -1.882 -0.075  -0.1293
C 0.500 -1.135 -0.111  -0.0989
C 1.811 -1.737 -0.021  -0.2292
C 2.887 -0.916 0.020  -0.1809
C 2.764 0.479 -0.014  -0.2914
C 1.559 1.070 -0.097  0.1803
N 1.385 2.427 -0.181  -0.7890
C 0.345 0.259 -0.115  0.1874
N -0.838 0.890 -0.100  -0.4708
H -3.843 0.529 0.937  0.2205
H -3.902 0.612 -0.838  0.2247
H -3.145 1.922 0.097  0.2306
H -2.883 -1.825 -0.010  0.2213
H -0.664 -2.962 -0.087  0.2107
H 1.912 -2.808 -0.018  0.2103
H 3.863 -1.386 0.093  0.2117
H 3.664 1.081 0.078  0.2108
H 0.454 2.690 0.103  0.3942
H 2.024 2.933 0.430  0.3676

***

Model two:
ORCA calculation (ωB97M-V with the def2-TZVPD basis set) on a 2-piece molecular cluster, C10H10N2 overall.

The molecular weight comes out at 158.2 u. Its spin multiplicity is 1. The total charge is 0. The calculation puts the LUMO energy at 0.6 eV.

Last column: natural (NBO) charge in e.
Element x y z (Å)
C -5.202 3.401 0.724  -0.1836
C -3.814 3.175 0.446  -0.2516
C -3.173 2.118 1.095  0.0185
N -3.849 1.152 1.755  -0.4212
C -5.169 1.310 2.022  0.0362
C -5.901 2.461 1.490  -0.2570
H -5.779 4.218 0.272  0.2197
H -3.284 3.899 -0.187  0.2181
H -2.121 1.949 0.832  0.1938
H -5.609 0.469 2.573  0.2055
H -6.980 2.612 1.624  0.2218
C 0.369 3.849 -3.607  -0.1681
C 1.163 4.351 -4.664  -0.2650
C 2.363 3.728 -4.907  0.0373
N 2.804 2.737 -4.172  -0.4242
C 2.047 2.236 -3.212  0.0437
C 0.772 2.731 -2.863  -0.2673
H -0.582 4.273 -3.259  0.2112
H 1.033 5.368 -5.056  0.2221
H 3.083 4.278 -5.528  0.1909
H 2.347 1.243 -2.851  0.1926
H -0.003 2.325 -2.201  0.2268

***

Stability, highest: model one

***

Model one:
ORCA calculation (ωB97M-V with the def2-TZVPD basis set) on a 2-piece molecular cluster, C10H10N2 overall.

The molecular weight comes out at 158.2 u. Its spin multiplicity is 1. The total charge is 0. The calculation puts the LUMO energy at 0.5 eV.

Last column: natural (NBO) charge in e.
Element x y z (Å)
C 1.591 1.018 0.339  -0.1771
C 2.727 1.586 -0.323  -0.2749
C 2.538 2.415 -1.361  0.0033
N 1.259 2.915 -1.699  -0.4078
C 0.242 2.250 -1.192  0.0541
C 0.281 1.266 -0.142  -0.2580
H 1.575 0.299 1.238  0.2115
H 3.736 1.708 0.260  0.2364
H 3.268 3.140 -1.804  0.2148
H -0.818 2.791 -1.328  0.1857
H -0.566 0.863 0.148  0.2186
C -0.546 -0.824 0.996  -0.1906
C -1.287 -1.527 2.018  -0.2566
C -2.141 -2.610 1.632  0.0142
N -2.244 -3.050 0.333  -0.3991
C -1.605 -2.318 -0.548  0.0302
C -0.880 -1.227 -0.272  -0.2773
H 0.201 -0.073 1.392  0.2275
H -1.295 -1.191 3.092  0.2238
H -2.652 -3.305 2.356  0.2059
H -1.655 -2.682 -1.494  0.1892
H -0.416 -0.779 -1.169  0.2262

***

Model two:
ORCA calculation (ωB97M-V with the def2-TZVPD basis set) on one molecule with the formula C10H10N2.

The molecular weight comes out at 158.2 u. Its spin multiplicity is 1. The total charge is 0. The calculation puts the LUMO energy at 0.8 eV.

Last column: natural (NBO) charge in e.
Element x y z (Å)
C -1.501 1.914 0.699  -0.3873
N -1.750 0.666 0.169  -0.3673
C -3.035 0.097 0.052  -0.1043
C -2.831 -1.171 -0.385  -0.1078
N -1.471 -1.445 -0.482  -0.4526
C -0.918 -0.369 -0.110  0.3507
C 0.565 -0.193 -0.037  -0.0880
C 1.352 -1.185 0.538  -0.1625
C 2.793 -1.028 0.609  -0.2096
C 3.351 0.075 0.037  -0.2007
C 2.598 1.033 -0.700  -0.2165
C 1.252 0.854 -0.688  -0.1840
H -0.384 2.174 0.919  0.2301
H -2.152 2.179 1.620  0.2061
H -1.678 2.483 -0.041  0.1883
H -4.002 0.838 0.185  0.2271
H -3.494 -2.054 -0.550  0.2202
H 0.827 -1.960 1.107  0.2247
H 3.387 -1.794 1.161  0.2200
H 4.433 0.244 0.056  0.2056
H 3.209 1.665 -1.120  0.2086
H 0.651 1.514 -1.244  0.1991

***

Stability, highest: model two